[1]
Formula: C15H31FIN2O10P2
Source: OMol25
Level of theory: wB97M-V/def2-TZVPD

Geometry as XYZ:
```
62
Properties=species:S:1:pos:R:3
C 2.490 -0.764 2.128
C 2.087 -1.192 0.938
C 1.344 -1.206 -0.521
N 2.198 -0.663 -1.623
C 2.192 -1.665 -2.733
C 3.375 -2.797 -2.585
C 4.842 -2.079 -2.470
F 5.011 -1.494 -1.130
C 1.791 0.704 -2.067
I 1.513 2.132 -0.402
C 3.039 1.330 -2.951
N 3.363 2.749 -2.582
C 0.440 0.774 -2.944
O -0.528 -0.079 -2.933
O 0.286 1.925 -3.777
H 2.727 -0.302 3.166
H 0.314 -0.658 -0.481
H 1.065 -2.328 -0.683
H 2.373 -1.199 -3.788
H 1.166 -2.217 -2.834
H 3.226 -3.484 -1.676
H 3.369 -3.457 -3.547
H 4.944 -1.205 -3.232
H 5.709 -2.811 -2.732
H 3.982 0.688 -2.719
H 2.801 1.166 -4.063
H 3.441 3.255 -3.493
H 4.339 2.743 -2.208
C -2.922 -0.552 -3.642
O -4.128 -0.262 -4.356
P -5.342 -1.472 -4.164
O -5.578 -1.457 -5.674
O -6.379 -0.423 -3.431
C -6.063 0.923 -3.154
O -6.505 -2.706 -3.881
C -7.540 -2.910 -4.822
H -2.210 0.254 -3.810
H -3.133 -0.622 -2.571
H -2.494 -1.493 -3.997
H -5.885 1.479 -4.078
H -5.201 0.995 -2.487
H -6.918 1.380 -2.647
H -7.146 -3.384 -5.723
H -8.042 -1.971 -5.068
H -8.273 -3.591 -4.379
C 0.143 3.284 5.405
O 0.355 1.959 5.883
P 1.735 1.819 6.912
O 2.173 0.583 6.129
O 0.820 1.362 8.202
C -0.587 1.266 8.170
O 3.099 1.781 7.956
C 3.791 0.562 8.147
H -0.742 3.291 4.766
H -0.021 3.963 6.247
H 1.009 3.617 4.825
H -0.908 0.502 7.457
H -1.042 2.231 7.935
H -0.934 0.966 9.163
H 4.372 0.312 7.256
H 3.104 -0.249 8.398
H 4.492 0.695 8.976
```

Results
calculated total energy = -68898.369 eV
charge = -1


[2]
Formula: C14H24FeN2O10P
Source: OMol25
Level of theory: wB97M-V/def2-TZVPD

Geometry as XYZ:
```
52
Properties=species:S:1:pos:R:3
Fe -0.535 -0.268 1.140
N -0.154 1.747 1.955
C -1.175 2.783 1.668
C -2.584 2.202 1.780
C -2.854 1.336 0.557
O -3.467 1.766 -0.401
O -2.321 0.141 0.607
H -0.105 1.586 2.956
H 0.759 2.075 1.657
H -1.006 3.123 0.646
H -1.052 3.644 2.328
H -3.316 3.005 1.826
H -2.657 1.602 2.692
O 3.125 -2.484 5.798
C 2.422 -2.049 4.936
C 0.900 -1.825 5.030
O 0.197 -2.072 5.971
C 0.481 -1.259 3.705
C 1.635 -1.179 2.814
O 1.531 -0.791 1.635
C 2.872 -1.621 3.527
O 3.994 -1.636 3.096
O -0.650 -0.908 3.333
N -1.111 -2.417 0.937
H -1.696 -2.564 1.753
H -0.391 -3.131 0.940
H -1.692 -2.553 0.118
C -1.420 -2.309 -2.933
C -1.466 -0.799 -2.927
O -0.126 -0.256 -2.805
P 0.342 0.094 -1.302
O 0.010 1.655 -1.132
C 0.197 2.644 -2.172
C -1.133 2.978 -2.805
O 1.937 0.196 -1.494
C 2.681 -1.029 -1.643
C 3.233 -1.133 -3.045
H -2.423 -2.714 -3.071
H -1.024 -2.690 -1.988
H -0.783 -2.673 -3.739
H -2.095 -0.413 -2.119
H -1.858 -0.408 -3.864
H 0.925 2.279 -2.897
H 0.627 3.512 -1.672
H -1.554 2.106 -3.306
H -1.000 3.769 -3.546
H -1.850 3.306 -2.053
H 2.037 -1.886 -1.413
H 3.469 -1.003 -0.891
H 2.424 -1.139 -3.776
H 3.812 -2.052 -3.152
H 3.887 -0.287 -3.259
```

Results
calculated total energy = -82041.220 eV
energy above the lowest of the compared OMol25 structures with the same formula, charge and spin = 4.0 kcal per mole
spin multiplicity = 6


[3]
Formula: C3H8O4
Source: OMol25
Level of theory: wB97M-V/def2-TZVPD

Geometry as XYZ:
```
15
Properties=species:S:1:pos:R:3
C -0.524 0.390 -0.122
C -0.036 -0.524 -1.197
C 1.195 1.062 1.555
O -1.197 -1.546 -1.269
O 0.951 0.800 0.191
O -1.088 -2.464 -0.179
O -1.248 1.490 -0.472
H -0.832 -3.291 -0.611
H -0.808 1.960 -1.193
H -1.009 -0.097 0.726
H -0.076 -0.081 -2.190
H 0.863 -1.099 -0.976
H 2.276 1.117 1.694
H 0.801 0.271 2.206
H 0.731 2.013 1.836
```

Results
SMILES = CO[C@@H](O)COO
calculated total energy = -11426.251 eV
energy above the lowest of the compared OMol25 structures with the same formula, charge and spin = 115.7 kcal per mole


[4]
Formula: C6H14AlBr5O4PS
Source: OMol25
Level of theory: wB97M-V/def2-TZVPD

Geometry as XYZ:
```
32
Properties=species:S:1:pos:R:3
O 3.002 0.241 0.153
C 2.744 0.311 -1.098
O 2.555 1.605 -1.770
C 2.586 -1.048 -1.882
Al 0.785 -1.880 -1.335
Br 0.929 -2.741 0.903
P -0.856 -0.253 -1.657
O -0.565 1.163 -0.716
O -2.448 -0.764 -1.223
S -0.820 0.189 -3.577
H 3.432 2.039 -1.676
H 3.428 -1.768 -1.672
H 2.488 -0.784 -2.983
H 0.486 -3.101 -2.300
H 0.180 0.998 -0.101
H -2.932 0.087 -1.141
Br 2.772 2.538 0.266
C 2.491 3.862 1.682
C 1.240 4.669 1.436
Br 1.523 6.013 0.051
H 3.392 4.473 1.735
H 2.397 3.281 2.602
H 0.964 5.235 2.326
H 0.393 4.061 1.119
Br -2.658 -4.881 -0.057
C -3.324 -3.265 0.800
C -4.094 -3.586 2.056
Br -5.877 -4.261 1.646
H -3.914 -2.732 0.057
H -2.433 -2.681 1.035
H -4.261 -2.683 2.644
H -3.607 -4.335 2.678
```

Results
calculated total energy = -391576.699 eV
charge = -1


[5]
Formula: C17H18AlN3S3SbSe4
Source: OMol25
Level of theory: wB97M-V/def2-TZVPD

Geometry as XYZ:
```
47
Properties=species:S:1:pos:R:3
Al -1.359 0.521 0.250
C 0.334 1.554 2.818
N 0.451 1.215 1.378
C 1.515 0.229 1.174
C 0.983 -1.172 1.452
N -0.461 -1.360 1.079
C -1.243 -1.494 2.333
C -0.657 -2.502 0.174
C -1.367 -3.621 0.585
C -1.570 -4.686 -0.283
C -1.055 -4.652 -1.566
C -0.326 -3.544 -1.977
C -0.125 -2.467 -1.122
S 0.913 -1.147 -1.674
C 0.650 2.469 0.652
C 1.904 2.910 0.270
C 2.026 4.108 -0.419
C 0.897 4.862 -0.697
C -0.357 4.420 -0.299
C -0.497 3.217 0.382
S -2.091 2.576 0.829
H 1.215 2.124 3.120
H 0.281 0.643 3.412
H -0.563 2.146 2.980
H 2.366 0.422 1.837
H 1.860 0.304 0.147
H 1.072 -1.411 2.514
H 1.589 -1.888 0.900
H -0.798 -2.243 2.994
H -2.269 -1.776 2.128
H -1.255 -0.535 2.849
H -1.778 -3.689 1.580
H -2.137 -5.543 0.058
H -1.214 -5.478 -2.245
H 0.105 -3.488 -2.970
H 2.785 2.312 0.456
H 3.000 4.426 -0.764
H 0.987 5.784 -1.255
H -1.245 4.989 -0.539
S -3.396 -0.661 0.262
C -4.127 0.274 -0.957
N -4.644 0.884 -1.789
Se 2.772 -2.197 -5.000
Sb 2.515 0.120 -4.504
Se 1.329 1.534 -5.979
Se 3.585 1.035 -2.579
Se -0.599 0.475 -1.994
```

Results
calculated total energy = -329424.043 eV
charge = -1


[6]
Formula: C10H13BrClN2
Source: OMol25
Level of theory: wB97M-V/def2-TZVPD

Geometry as XYZ:
```
27
Properties=species:S:1:pos:R:3
C 4.115 1.707 1.228
C 2.768 1.536 1.475
C 4.780 0.876 0.341
C 2.718 -0.307 -0.090
C 2.066 0.512 0.830
C 4.073 -0.122 -0.319
C -1.607 -0.424 1.180
C -2.253 -0.150 -0.196
C -1.348 -1.027 -2.318
C -0.132 -0.640 1.108
N 0.700 0.410 1.100
N -2.163 -1.315 -1.133
Cl 4.873 -1.135 -1.457
Br 0.477 -2.413 0.944
H 4.653 2.496 1.728
H 2.255 2.183 2.171
H 5.830 1.012 0.145
H 2.191 -1.050 -0.663
H -1.823 0.445 1.806
H -2.085 -1.292 1.637
H -3.302 0.112 -0.041
H -1.749 0.690 -0.679
H -1.783 -0.287 -2.969
H -0.946 -1.904 -2.790
H 0.292 1.276 1.444
H -1.724 -2.110 -0.647
H -3.124 -1.607 -1.381
```

Results
calculated total energy = -96115.992 eV
spin multiplicity = 3
charge = +1


[7]
Formula: C7H9N3S
Source: OMol25
Level of theory: wB97M-V/def2-TZVPD

Geometry as XYZ:
```
20
Properties=species:S:1:pos:R:3
C -0.418 -1.717 0.174
C -1.075 -0.465 0.005
C -0.196 0.784 -0.193
C -2.441 -0.088 0.026
C 2.055 0.102 -1.267
C 1.661 0.552 1.216
C 1.314 0.940 -0.264
N 0.175 -2.695 0.059
N -2.679 1.192 -0.067
N -3.423 -0.981 0.285
S -1.288 2.077 -0.140
H 1.726 0.229 -2.217
H 2.101 -1.014 -1.108
H 3.075 0.324 -1.258
H 1.090 1.271 1.893
H 2.749 0.659 1.413
H 1.495 -0.576 1.122
H 1.481 1.993 -0.342
H -3.120 -1.891 0.051
H -4.283 -0.695 0.611
```

Results
SMILES = CC(C)c1snc(N)c1C#N
calculated total energy = -22709.088 eV
energy above the lowest of the compared OMol25 structures with the same formula, charge and spin = 46.8 kcal per mole


[8]
Formula: C9H15N2
Source: OMol25
Level of theory: wB97M-V/def2-TZVPD

Geometry as XYZ:
```
26
Properties=species:S:1:pos:R:3
C -3.118 -0.550 0.323
C -2.631 0.443 1.182
C -2.317 -1.271 -0.510
C -1.233 0.685 1.215
C 1.903 0.177 -0.629
C -1.337 -0.830 -1.390
C -0.442 0.656 0.116
C -0.652 1.759 -0.892
C 3.474 -0.817 1.023
N 3.119 -0.366 -0.343
N 0.906 0.278 0.240
H -4.004 -1.132 0.476
H -3.256 0.785 1.962
H -2.508 -2.303 -0.415
H -0.690 0.520 2.103
H 1.710 0.518 -1.708
H -0.804 -1.573 -1.890
H -1.556 0.046 -1.998
H -0.235 2.702 -0.434
H -1.695 1.965 -0.861
H -0.286 1.566 -1.879
H 4.588 -0.958 1.052
H 2.918 -0.050 1.880
H 3.016 -1.824 1.100
H 3.881 -0.226 -0.900
H 1.250 -0.199 1.178
```

Results
SMILES = C=C\C=C/C=C(C)/[NH+]=C/NC
calculated total energy = -12545.802 eV
energy above the lowest of the compared OMol25 structures with the same formula, charge and spin = 94.2 kcal per mole
charge = +1